ORCA calculation (ωB97M-V/def2-TZVPD) on a cluster of 2 separate species, C4H9NO2 in total in a non-equilibrium geometry.

Each line ends with the Löwdin charge.
Geometry (Å):
1 C 0.086 -0.394 -1.505  -0.226
2 C 0.160 -1.233 0.828  -0.094
3 C 0.705 1.575 0.206  -0.330
4 N -1.273 -0.475 -1.630  0.092
5 C 0.793 -0.489 -0.361  -0.253
6 O 1.332 1.517 1.364  0.004
7 O -0.609 1.762 0.285  -0.013
8 H -0.979 1.777 1.196  0.104
9 H 0.765 1.334 2.154  0.107
10 H 0.613 -0.157 -2.424  0.126
11 H -1.711 0.069 -2.360  0.098
12 H -1.793 -0.508 -0.765  0.083
13 H 1.870 -0.498 -0.408  0.106
14 H 0.960 -1.601 1.480  0.077
15 H -0.480 -0.592 1.424  0.045
16 H -0.439 -2.087 0.516  0.074

HOMO-LUMO gap = 7.63 eV
E = -362.9236 Eh

---

ORCA calculation (ωB97M-V/def2-TZVPD) on an isolated molecule of C4H9NO2 in a non-equilibrium geometry.

Each line ends with the Löwdin charge.
Geometry (Å):
1 C 1.532 -0.106 -1.161  -0.082
2 N 1.779 0.039 0.293  -0.061
3 C 1.134 0.503 1.386  -0.151
4 O -0.119 0.928 1.310  -0.119
5 C -1.056 0.865 0.228  -0.173
6 C -1.827 -0.430 0.371  -0.234
7 O -1.033 -1.569 0.102  -0.067
8 H 2.387 -0.593 -1.644  0.083
9 H 0.656 -0.738 -1.337  0.066
10 H 1.383 0.864 -1.648  0.079
11 H 2.731 0.120 0.612  0.090
12 H -1.712 1.726 0.383  0.130
13 H -0.584 0.957 -0.751  0.099
14 H -2.241 -0.466 1.390  0.128
15 H -2.655 -0.449 -0.342  0.125
16 H -0.374 -1.650 0.806  0.087

HOMO-LUMO gap = 9.12 eV
E = -362.9486 Eh

---

ORCA calculation (ωB97M-V/def2-TZVPD) on an isolated molecule of C4H9NO2 in a non-equilibrium geometry.

Each line ends with the Löwdin charge.
Geometry (Å):
1 C 1.085 -1.252 1.509  -0.057
2 C 0.572 -0.683 0.198  -0.460
3 O -0.267 -1.655 -0.373  -0.036
4 C -0.175 0.622 0.491  -0.142
5 N -0.416 1.457 -0.680  0.021
6 C -1.200 1.165 -1.749  -0.358
7 O -1.468 0.147 -2.360  0.027
8 H 1.811 -0.582 1.984  0.081
9 H 1.564 -2.211 1.308  0.083
10 H 0.251 -1.424 2.200  0.088
11 H 1.423 -0.444 -0.464  0.148
12 H -0.676 -1.270 -1.172  0.062
13 H -1.146 0.382 0.958  0.141
14 H 0.407 1.248 1.172  0.126
15 H -0.123 2.451 -0.813  0.154
16 H -1.643 2.048 -2.208  0.121

HOMO-LUMO gap = 10.58 eV
SMILES string = C[C@@H](O)CNC=O
E = -363.0399 Eh